(1)
Here is a 6-piece molecular cluster, C36H30N6O12 overall from the Open Molecules 2025 dataset. Energies are from wB97M-V/def2-TZVPD.

Computed properties:
SMILES	O=[N+]([O-])c1ccccc1.O=[N+]([O-])c1ccccc1.O=[N+]([O-])c1ccccc1.O=[N+]([O-])c1ccccc1.O=[N+]([O-])c1ccccc1.O=[N+]([O-])c1ccccc1
total charge	0
energy relative to the best compared isomer or geometry (same formula, charge and spin)	375.4	kJ/mol

XYZ file:
```
84
Properties=species:S:1:pos:R:3:forces:R:3
O 1.8755 -15.4338 -26.0989 0.46 1.96 -0.84
N 1.8289 -15.8953 -25.0054 -0.39 -3.52 1.12
O 1.7071 -17.1527 -24.8798 0.29 2.57 0.94
C 1.7807 -15.0396 -23.7687 0.50 -0.75 1.33
C 1.4579 -15.6206 -22.5453 -1.58 -0.83 0.13
C 1.0722 -14.8660 -21.4319 2.04 0.99 -1.06
C 1.3049 -13.4522 -21.4731 -1.19 -0.32 -0.57
C 1.7000 -12.8235 -22.6594 0.39 -2.92 -0.10
C 2.0438 -13.7077 -23.7357 -0.99 2.74 -1.40
H 1.3014 -16.6892 -22.5396 0.04 -0.14 0.12
H 0.7678 -15.4121 -20.5513 -0.12 0.32 0.15
H 0.9840 -12.8032 -20.6717 0.07 -0.16 0.31
H 1.6608 -11.7527 -22.7946 0.42 -0.03 0.11
H 2.2722 -13.2422 -24.6830 0.26 0.13 -0.20
O -0.0879 -4.2044 -23.6972 0.41 1.28 0.73
N 0.1396 -3.1453 -23.0991 -0.70 -0.78 0.67
O -0.6759 -2.2407 -22.9633 0.85 -0.66 -0.25
C 1.4835 -2.9816 -22.4512 1.51 -2.13 -1.69
C 1.9322 -1.7221 -22.1872 -0.24 0.20 0.62
C 3.2600 -1.5424 -21.8050 0.52 -0.72 1.30
C 4.1728 -2.6213 -21.7948 -0.99 1.02 -1.26
C 3.7874 -3.8376 -22.3482 -1.38 -0.15 1.62
C 2.4071 -4.0848 -22.4903 -0.14 0.95 -0.37
H 1.1416 -0.9875 -22.1462 0.40 0.59 -0.12
H 3.5373 -0.6446 -21.2727 0.09 0.33 -0.42
H 5.1895 -2.5496 -21.4376 0.02 0.46 0.00
H 4.5541 -4.5983 -22.3382 -0.38 -0.48 -0.28
H 2.0267 -5.0904 -22.5919 0.05 0.02 -0.51
O -6.4568 -9.8705 -25.6060 1.52 -0.14 0.53
N -5.7546 -10.6083 -24.9414 -0.80 -1.46 2.91
O -4.9040 -10.3286 -24.0508 -1.33 0.67 -2.53
C -6.1329 -12.0808 -24.8968 -0.15 -0.37 -1.30
C -5.1965 -12.9971 -24.3928 -0.25 1.82 0.50
C -5.4182 -14.3226 -24.5527 0.21 -1.09 0.56
C -6.5366 -14.7676 -25.1922 -2.82 -0.70 -0.58
C -7.5626 -13.9210 -25.6193 1.40 2.28 0.21
C -7.3325 -12.5196 -25.4953 1.16 -0.70 -0.38
H -4.3815 -12.6560 -23.7716 0.16 0.18 -0.29
H -4.7940 -15.0601 -24.0701 0.35 0.12 -0.11
H -6.7995 -15.8126 -25.2640 0.57 -0.32 -0.02
H -8.4658 -14.1973 -26.1431 0.08 -0.52 0.18
H -7.9712 -11.8373 -26.0365 -0.12 0.25 0.39
O -6.6176 -15.4072 -17.8909 -0.08 1.91 -1.71
N -7.3604 -14.7830 -18.6680 -1.39 -2.21 1.63
O -8.5436 -15.1928 -18.8072 2.26 1.83 -0.61
C -6.9015 -13.5351 -19.3996 0.52 -0.05 -0.17
C -7.8557 -12.7818 -20.0484 0.16 0.91 -1.83
C -7.4633 -11.7201 -20.9244 0.36 -0.97 0.78
C -6.1434 -11.2368 -20.9824 -0.15 -2.49 0.50
C -5.1484 -12.0111 -20.2976 -2.82 0.56 0.78
C -5.5515 -13.1673 -19.5401 0.94 1.10 -0.56
H -8.8986 -13.0542 -20.1160 0.05 -0.30 0.43
H -8.2240 -11.4407 -21.6383 -0.07 0.70 0.19
H -5.8599 -10.4631 -21.6806 0.00 0.23 0.17
H -4.1987 -11.5042 -20.2108 0.57 -0.91 -0.09
H -4.7232 -13.7250 -19.1285 -0.31 -0.30 0.37
O -1.7785 -13.1049 -21.8538 -0.40 0.20 -0.06
N -2.3875 -14.0191 -22.3811 -1.13 -0.12 2.09
O -3.3722 -14.5909 -21.8621 1.45 0.88 -0.90
C -1.8832 -14.5002 -23.6170 -0.32 0.28 -1.78
C -2.0108 -15.8728 -23.8302 0.19 1.53 1.50
C -1.4325 -16.3815 -24.9336 -0.15 -0.21 -1.49
C -1.0319 -15.5291 -25.9723 0.96 -0.37 0.39
C -0.9767 -14.1325 -25.7944 -0.33 -0.77 -0.08
C -1.3823 -13.5905 -24.6021 -0.43 -1.33 1.63
H -2.4083 -16.5415 -23.0810 -0.07 0.28 0.22
H -1.3921 -17.4602 -24.8975 0.30 -0.11 -1.03
H -0.5589 -16.0184 -26.8109 -0.16 0.30 -0.38
H -0.6024 -13.4127 -26.5073 0.11 -0.47 -0.48
H -1.2539 -12.5303 -24.4417 -0.27 0.00 0.40
O 1.2202 -10.2653 -20.2598 -1.72 -2.12 0.19
N 1.0650 -9.0985 -20.5142 2.03 -0.67 -0.85
O 2.0275 -8.3950 -20.2533 -1.39 2.61 -0.62
C -0.1637 -8.7271 -21.3406 -0.23 1.31 0.52
C -1.1049 -9.7670 -21.5173 -0.44 0.53 0.16
C -2.2830 -9.5556 -22.2719 2.00 0.95 0.33
C -2.3953 -8.2568 -22.7666 -2.26 0.32 0.10
C -1.6592 -7.1905 -22.3603 3.32 0.90 0.44
C -0.4010 -7.3700 -21.7385 -0.79 -2.47 0.20
H -0.9481 -10.6752 -20.9544 0.12 -0.19 -0.31
H -3.0446 -10.3025 -22.4406 0.20 -0.11 -0.05
H -3.2125 -7.8532 -23.3460 -0.65 -1.06 -0.28
H -1.9235 -6.1779 -22.6274 -0.13 -0.04 -0.29
H 0.3296 -6.5816 -21.6329 -0.08 -0.04 0.36
```
Positions in Å, forces in eV/Å.

Charges per atom according to Mulliken partitioning, unit e: -0.5674, 1.0259, -0.6044, 0.0118, -0.4394, -0.5667, -0.5081, -0.0228, -0.5907, 0.4488, 0.4628, 0.4642, 0.5016, 0.3492, -0.5694, 0.9711, -0.5834, 0.2925, -0.3236, -0.4858, -0.2365, -0.7865, -0.0456, 0.4249, 0.3296, 0.3712, 0.3499, 0.3030, -0.5749, 0.8985, -0.4741, -0.2822, 0.5296, -0.1062, -0.7630, -0.5571, -0.5186, 0.2739, 0.3619, 0.3714, 0.4061, 0.4554, -0.5466, 0.9004, -0.5556, -0.0146, -0.4375, -0.2330, -0.6760, -0.1656, -0.4602, 0.3868, 0.3825, 0.5242, 0.4445, 0.4362, -0.4046, 1.1302, -0.5975, 0.2225, -0.5007, -0.5214, -0.7481, -0.5964, -0.2808, 0.5639, 0.4179, 0.3843, 0.4411, 0.5316, -0.5612, 0.9704, -0.6278, -0.1011, -0.0409, -0.3464, -0.5525, -0.6754, -0.5026, 0.4844, 0.6620, 0.3836, 0.3942, 0.4888

***

(2)
Here is a 2-piece molecular cluster, C9H17BrClNO5S overall from the Open Molecules 2025 dataset. Energies are from wB97M-V/def2-TZVPD.

Computed properties:
total charge	0

XYZ file:
```
35
Properties=species:S:1:pos:R:3:forces:R:3
C -3.6642 0.3737 0.3553 2.38 -0.60 0.78
C -2.4668 -0.2491 0.9730 -1.24 0.86 -0.19
C -1.3003 -1.1229 0.2114 -4.19 -2.95 0.49
N -0.2024 -0.3135 -0.4379 1.36 0.85 -0.98
S 0.2789 -1.3192 -1.8344 1.14 -1.18 -1.11
C -0.6335 1.0129 -1.0203 -1.68 2.50 -0.83
C 0.3631 1.6551 -2.1491 1.01 1.76 1.09
C 0.4673 3.3099 -1.9179 0.44 0.45 -0.73
Br -0.3630 1.4847 -4.0499 0.63 -0.39 1.56
C 1.0571 -0.1098 0.3403 1.97 0.41 5.59
C 0.6909 -0.1446 2.0831 -1.04 3.21 1.12
C 0.0022 1.3294 2.6904 3.78 -3.61 0.33
O 1.5407 0.8204 2.9731 -4.57 -1.47 -3.08
H -3.7390 1.5619 0.4463 -0.80 -2.92 1.05
H -4.4959 -0.1917 -0.2476 2.50 1.26 0.07
H -2.3616 -0.1525 2.1584 0.55 0.94 -2.95
H -0.9047 -2.0462 0.8575 -0.25 2.38 -1.54
H -1.8703 -1.6516 -0.6984 1.27 1.20 1.79
H 1.6672 -1.0310 -2.0034 -1.75 -0.10 0.67
H -0.7307 1.7920 -0.1285 0.18 -1.84 -1.85
H -1.7024 0.9168 -1.5433 2.39 -0.05 1.37
H 1.4914 1.2836 -2.0732 -2.76 0.43 -0.48
H 0.2069 3.8805 -2.9340 0.47 -1.38 2.42
H 1.5937 3.6112 -1.6814 -2.50 -0.75 -0.24
H -0.2489 3.6991 -1.0786 1.41 -0.79 -1.57
H 1.8442 -0.9656 0.2130 -1.56 1.38 0.02
H 1.5282 0.9698 0.2877 -1.16 -2.26 -0.50
H 0.2673 -1.2234 2.5654 1.67 3.25 -1.28
H -0.5211 1.1840 3.7297 0.75 0.73 -2.50
H -0.0261 2.2822 2.0149 -0.02 -1.98 1.59
O 1.0859 -4.0813 0.8792 -0.24 0.45 0.01
Cl 2.4463 -4.1292 0.3797 0.53 -1.67 0.02
O 2.4518 -4.6977 -0.9542 -0.12 0.47 0.37
O 3.2553 -4.9511 1.2586 -0.48 0.66 -0.43
O 2.9925 -2.7868 0.3351 -0.09 0.74 -0.08
```
Positions in Å, forces in eV/Å.

Charges per atom according to natural (NBO) partitioning, unit e: -0.3908, -0.2209, -0.3198, -0.4064, 0.2654, -0.2850, -0.2734, -0.6583, 0.0184, -0.3254, 0.0528, -0.1942, -0.5291, 0.2273, 0.2349, 0.2379, 0.3149, 0.2517, 0.1846, 0.2479, 0.2788, 0.2504, 0.2531, 0.2373, 0.2170, 0.3365, 0.2561, 0.2588, 0.2392, 0.2135, -0.8983, 2.5354, -0.8597, -0.8402, -0.9102

***

The max |F| results, record by record, are as follows: 3.72 5.94 eV/Å.
The total energy results, record by record, are as follows: -71308.8983 -114716.0635 eV.
The HOMO energy results, record by record, are as follows: -9.74 -8.69 eV.